Record 1
Computed, not measured: C13H35N3O2ReS2Si4 as an isolated structure, with ωB97M-V with the def2-TZVPD basis set.

```
60
Properties=species:S:1:pos:R:3:forces:R:3:mulliken_charge:R:1
Re -0.838010 -0.588999 0.984395 -0.527 -0.598 -2.084 0.146
S 0.188483 -2.204793 2.369096 -0.277 -0.054 0.230 -0.387
S -2.503659 -1.039724 2.907303 0.229 -0.340 0.726 0.024
Si 3.120003 -0.195082 0.096692 -0.225 0.181 0.068 0.644
Si 0.006405 3.321029 0.519713 0.011 -0.591 -0.105 0.006
Si 0.500782 0.349457 -2.786530 -0.147 -0.126 0.302 0.926
Si 0.833592 0.112334 -0.444707 0.292 -0.161 0.135 -0.006
O -2.405923 0.267663 0.006883 -0.484 0.938 0.192 -0.350
O -4.604721 -0.226945 0.276465 -0.019 0.055 -0.134 -0.579
N -1.710595 -1.973166 -0.556669 -0.153 0.192 0.766 -0.451
N -3.089117 -1.843650 -0.237613 -0.335 -0.254 0.194 -0.153
N -2.008089 -3.482910 3.442591 0.035 -0.397 -0.201 -0.112
C 1.497892 1.700637 -3.582218 0.139 0.096 -0.151 -1.298
C -1.618966 3.371463 -0.262928 -0.269 0.194 -0.090 -0.460
C 0.190078 2.834994 2.261595 0.147 0.177 0.225 -0.426
C -3.938120 -2.026798 3.504081 -0.021 0.121 -0.204 -0.477
C -3.479456 -3.487568 3.532591 0.031 0.058 0.073 -0.586
C -1.424699 -2.411321 2.988644 0.254 0.524 0.411 0.399
C -1.319765 0.594780 -3.155030 -0.116 -0.173 -0.156 -0.934
C 3.231528 -2.059113 -0.023283 0.021 -0.107 0.008 -1.061
C 1.511580 3.698259 -0.411076 0.301 0.106 -0.155 -0.452
C 3.392717 0.396835 1.847952 0.058 -0.007 0.134 -0.990
C 1.105048 -1.354491 -3.305302 -0.021 -0.098 -0.098 -1.247
C 4.228655 0.657752 -1.127165 0.196 0.034 -0.052 -1.138
C -3.470714 -0.514217 0.019585 0.288 0.226 0.132 0.361
H -3.775810 -2.404850 -0.726626 0.216 -0.095 -0.222 0.307
H 5.279226 0.527965 -0.853536 -0.019 -0.005 -0.009 0.418
H 1.005856 2.671491 -3.493542 0.019 0.000 -0.011 0.366
H 4.140107 -2.424692 0.462287 0.007 0.021 -0.040 0.440
H -1.435606 -2.930874 -0.359165 0.168 -0.028 -0.172 0.356
H -0.186276 3.567762 2.979909 -0.088 -0.061 -0.019 0.454
H 3.250894 -2.391101 -1.063655 0.005 0.004 0.020 0.293
H 0.554334 -1.701105 -4.184013 0.062 0.008 -0.015 0.447
H 2.539722 0.152159 2.487053 0.033 0.003 0.007 0.277
H -3.791336 -3.986796 4.446866 0.027 0.016 0.031 0.346
H 0.985038 -2.108977 -2.521551 0.002 -0.020 -0.047 0.318
H 1.232706 2.615487 2.492066 -0.010 -0.008 0.026 0.251
H -1.560181 -1.753272 -1.540898 0.369 0.039 0.046 0.206
H -1.942927 0.437282 -2.275383 -0.046 0.086 -0.010 0.020
H 2.514148 1.778964 -3.194662 -0.007 0.002 -0.012 0.362
H -1.508240 1.606589 -3.520520 -0.024 -0.007 0.042 0.394
H -4.173003 -1.636901 4.490491 0.007 -0.001 0.017 0.431
H -4.778443 -1.859781 2.835014 -0.003 -0.023 -0.010 0.368
H -2.147659 2.437078 -0.044137 -0.029 0.017 -0.023 -0.116
H 2.387256 3.260381 0.070324 0.018 0.049 -0.014 0.149
H 2.165058 -1.328826 -3.567581 -0.010 -0.019 0.026 0.330
H -0.387991 1.915363 2.336723 -0.196 -0.049 0.367 -0.066
H 1.573642 1.485430 -4.652713 0.001 0.035 0.018 0.406
H 3.558319 1.476853 1.890108 -0.018 -0.023 0.005 0.292
H 1.439571 3.344377 -1.440277 0.020 0.045 -0.028 -0.023
H -2.225096 4.193065 0.135733 0.008 -0.017 -0.009 0.477
H 4.100746 0.243378 -2.129553 0.001 0.027 0.008 0.295
H -1.658883 -0.088613 -3.939487 0.024 0.051 -0.020 0.396
H -1.483707 -4.344007 3.548744 -0.032 0.001 -0.061 0.275
H -1.535159 3.492519 -1.343187 -0.024 0.024 0.006 0.349
H 1.658538 4.786351 -0.451329 -0.008 -0.029 -0.007 0.502
H 4.272763 -0.081008 2.285897 0.006 0.041 -0.014 0.431
H 4.035815 1.731984 -1.173181 0.023 -0.015 -0.016 0.305
H -3.879239 -4.040010 2.683585 0.043 -0.032 -0.034 0.295
H 2.380887 -2.540092 0.465131 0.047 -0.035 0.011 0.250
```
Positions in Å, forces in eV/Å.

Computed properties:
* ΔE to the lowest compared entry with this formula, charge and spin: 315.3 kJ/mol
* expectation value of S²: 0.844
* spin multiplicity: 2
* LUMO level (alpha / beta): -0.2658 / -0.2644 hartree
* HOMO level (alpha / beta): -13.2 / -13.0 eV
* net charge: +2

Record 2
Computed, not measured: a 3-piece molecular cluster, C20H40N3O4S overall, with ωB97M-V with the def2-TZVPD basis set.

```
68
Properties=species:S:1:pos:R:3:forces:R:3:mulliken_charge:R:1
S 2.840398 0.920803 -1.386441 -0.106 -0.392 0.654 -0.245
O 2.675348 3.634727 1.851415 -0.519 -1.892 3.201 -0.485
O 0.385967 -2.274434 -0.798676 3.883 5.405 -3.788 -0.743
O -5.009698 -3.096952 -1.895599 0.825 1.059 -3.482 -0.515
O 0.033528 -0.201721 -2.006779 4.586 -4.051 1.412 -0.687
N 3.379050 -1.879247 -1.142811 -0.650 0.821 -0.262 -0.604
N 2.528468 3.066060 3.130340 1.185 3.414 -3.547 0.344
N -4.511373 -2.790586 -3.175605 -0.473 -2.348 4.483 0.275
C 4.885224 2.198909 2.701531 -0.560 0.358 -0.438 -1.740
C 3.605791 5.004039 5.109937 0.101 -0.019 0.046 -0.509
C -2.082674 -3.249516 -2.621329 -0.122 -0.205 -0.204 -0.478
C -2.690722 -1.442218 -4.279438 0.000 -0.131 -0.196 -1.808
C -5.939233 -4.828259 -3.802101 0.208 0.435 0.686 -1.738
C -4.597169 -4.040135 -4.003466 -0.801 -0.831 -1.521 1.671
C 0.904907 -1.136982 -1.574880 -5.790 -0.935 1.410 0.450
C -3.147275 -2.187786 -2.993702 1.397 1.686 -0.111 1.686
C 1.574707 3.931862 3.901580 -1.829 0.086 0.945 1.571
C -4.652225 -3.641994 -5.501241 0.271 0.018 -0.209 -1.752
C 2.229004 5.210581 4.494385 0.262 0.034 -0.241 -1.199
C 0.922048 3.079206 5.020461 0.111 -0.045 0.295 -1.682
C -3.136302 -1.057850 -1.911911 -0.493 -0.402 0.164 -1.433
C 4.523816 4.237000 4.161797 -0.290 0.162 -0.035 -1.244
C -3.440670 -5.044728 -3.742799 0.123 0.057 0.270 -1.213
C 2.522381 -0.887251 -1.916838 -1.006 -1.003 1.234 -0.037
C 0.339451 4.402483 3.055718 0.671 -0.160 -0.524 -1.750
C 3.905676 2.892164 3.705041 1.434 -1.213 0.656 1.626
C 3.887827 1.908306 4.908841 -0.219 0.089 0.189 -1.761
C -2.060760 -4.417238 -3.604199 -0.025 0.112 0.052 -0.721
H -0.408194 4.893127 3.691561 0.351 -0.215 0.175 0.415
H 4.374029 -1.573691 -1.067533 -1.431 -0.093 0.018 0.238
H -1.820866 -0.806910 -4.074447 -0.210 -0.182 0.346 0.402
H -6.810146 -4.173259 -3.924502 0.191 -0.020 0.067 0.442
H 4.745756 4.871907 3.293827 -0.166 -0.223 -0.051 0.365
H 5.860733 2.014186 3.167586 -0.334 0.121 0.236 0.406
H 3.486094 2.340270 5.824571 -0.118 -0.010 -0.102 0.319
H -6.032667 -5.638942 -4.535630 0.311 0.288 -0.037 0.401
H 4.488324 1.228116 2.377070 -0.002 0.255 0.029 0.442
H 0.612580 5.136379 2.288403 0.106 -0.333 0.089 0.345
H 4.053825 5.980680 5.331683 -0.090 -0.117 0.010 0.373
H -4.903649 -4.506026 -6.129373 -0.011 0.017 0.309 0.456
H -3.406332 -5.792552 -4.546029 -0.310 0.151 0.004 0.359
H -3.483450 -0.793579 -4.665372 -0.029 -0.114 0.047 0.369
H 3.518078 4.488082 6.070556 0.031 -0.062 -0.038 0.307
H -2.365937 -2.104786 -5.080726 -0.134 -0.057 -0.014 0.310
H -2.150184 -0.581754 -1.849838 -0.026 -0.401 -0.291 0.238
H 2.695096 -0.953255 -3.095839 -0.293 0.319 2.742 0.240
H 2.330268 5.968226 3.705257 -0.093 -0.249 -0.065 0.398
H -2.267085 -3.640416 -1.611911 -0.106 0.211 -0.122 0.419
H 0.517701 2.146193 4.614973 0.147 0.123 -0.034 0.389
H -0.153825 3.556178 2.562827 0.201 0.119 0.071 0.451
H 3.319363 1.002947 4.673751 0.014 0.168 -0.031 0.376
H -1.352511 -5.174757 -3.246033 -0.092 0.099 -0.075 0.410
H -3.359137 -1.424984 -0.904560 -0.103 -0.106 -0.296 0.317
H 2.367783 0.987861 -0.042623 0.395 -0.605 -1.780 0.100
H -5.423524 -2.885060 -5.676112 0.113 -0.022 0.132 0.385
H 4.905043 1.595051 5.172334 -0.100 0.147 -0.307 0.443
H -1.085159 -2.793305 -2.588106 -0.372 0.183 0.185 -0.273
H -3.710083 -3.266842 -5.896320 -0.025 0.099 0.140 0.304
H -3.643763 -5.603487 -2.818924 -0.173 0.213 -0.057 0.406
H 0.085135 3.614873 5.486244 0.183 0.058 -0.270 0.449
H -3.863432 -0.273627 -2.159942 -0.047 -0.209 -0.039 0.460
H 2.962187 -2.095582 -0.194563 0.473 0.564 -1.705 0.281
H 5.486117 4.064111 4.660149 -0.151 -0.252 -0.139 0.361
H -6.001721 -5.303625 -2.816150 0.067 0.330 -0.117 0.337
H 1.593989 2.832197 5.840179 0.081 -0.053 -0.091 0.301
H 1.568802 5.651618 5.252816 -0.112 -0.233 -0.223 0.342
H 5.085168 2.802248 1.809790 -0.301 -0.078 0.154 0.350
H -1.689891 -4.097056 -4.582275 -0.009 0.060 -0.008 0.289
```
Positions in Å, forces in eV/Å.

Computed properties:
* expectation value of S²: 2.010
* spin multiplicity: 3
* LUMO level (alpha / beta): 0.0836 / 0.0566 hartree
* HOMO level (alpha / beta): -4.5 / -4.5 eV
* net charge: -1

Record 3
Computed, not measured: C6H15NS in the gas phase, with ωB97M-V with the def2-TZVPD basis set.

```
23
Properties=species:S:1:pos:R:3:forces:R:3:mulliken_charge:R:1
S 1.646811 3.207274 -1.312989 -0.081 -0.038 0.423 -0.222
N -0.497015 -0.494920 0.438535 -0.502 0.122 0.606 0.142
C 0.022511 0.760695 -0.077198 0.419 -0.331 -0.200 -0.814
C 2.299556 1.525614 -0.985638 0.143 0.253 -0.099 -0.827
C 1.537317 0.873749 0.152979 0.040 0.017 0.276 -0.703
C -0.709269 -0.450570 1.898889 0.563 0.484 -0.518 -1.134
C -1.726779 -2.549605 -0.191156 0.157 0.049 0.838 -1.131
C -1.640546 -1.019889 -0.276797 -0.278 -0.189 -1.168 -0.540
H 1.913738 3.221006 -2.607786 0.107 0.067 -0.416 0.114
H -2.394104 -2.913338 0.602909 0.093 0.226 -0.141 0.287
H -0.663732 0.588736 2.250844 -0.060 -0.040 0.002 0.346
H 3.342762 1.617872 -0.695061 0.116 -0.017 -0.108 0.417
H -2.616454 -0.574613 -0.043158 0.009 0.201 0.516 0.388
H -0.504088 1.619106 0.345240 -0.104 0.220 -0.058 0.350
H 1.806028 1.430599 1.053915 -0.319 0.073 0.165 0.305
H 2.254567 0.980841 -1.927702 -0.150 -0.191 0.137 0.402
H -1.511319 -0.738182 -1.327786 0.177 -0.173 0.051 0.380
H -1.693510 -0.823707 2.169135 0.052 -0.327 0.082 0.413
H 0.099597 -0.981860 2.400569 -0.245 -0.200 0.246 0.257
H -2.038058 -3.026560 -1.112167 -0.069 0.064 -0.242 0.348
H 1.918506 -0.132792 0.332508 0.065 -0.070 -0.223 0.404
H -0.121935 0.766936 -1.158999 -0.164 0.059 0.008 0.497
H -0.724582 -2.886395 0.070915 0.030 -0.257 -0.178 0.320
```
Positions in Å, forces in eV/Å.

Computed properties:
* ΔE to the lowest compared entry with this formula, charge and spin: 67.8 kJ/mol
* LUMO level: 0.0342 hartree
* HOMO level: -8.4 eV
* net charge: 0

Record 4
Computed, not measured: C25H40Cl4CuN3O3Si as an isolated structure, with ωB97M-V with the def2-TZVPD basis set.

```
77
Properties=species:S:1:pos:R:3:forces:R:3:mulliken_charge:R:1
Cu 2.967875 -1.066254 1.378951 -1.106 1.183 -0.523 -0.023
Cl 0.660159 0.421904 6.001440 0.059 0.156 0.398 -0.236
Cl -0.649534 -3.121216 -1.176684 -0.016 -0.297 0.194 0.113
Cl 4.263946 -2.442443 0.619780 0.876 -0.890 -0.268 -0.332
Cl 3.091744 1.077704 0.788968 1.321 -0.808 0.162 -0.333
Si 0.101097 -4.928606 -0.611615 0.160 0.122 -0.012 0.096
O -2.927671 -0.942132 -0.337492 -0.142 0.602 -0.316 -0.589
O -0.291205 -0.829918 -2.412955 -1.196 0.130 0.238 -0.286
O -0.803956 1.517679 1.002722 -0.351 0.249 0.327 -0.660
N -3.111898 0.087490 -2.387677 -0.594 0.135 0.645 0.352
N 1.263997 -0.859515 2.307153 -0.653 0.589 0.895 0.625
N 0.215892 3.541706 1.323082 -0.563 0.636 0.242 0.375
C 1.438779 4.328271 1.383272 -0.284 -0.261 -0.029 -0.702
C 0.097863 0.503266 -6.668948 -0.049 0.047 -0.475 -1.721
C 0.373663 0.669742 -5.209047 0.294 -0.303 0.323 0.427
C -0.339812 2.042045 -2.083452 -0.078 0.191 -0.232 1.845
C -3.202631 -1.147691 -3.132120 0.250 -0.151 -0.178 -1.018
C 0.880403 4.124918 -2.144691 0.015 0.068 0.066 -0.810
C 2.073117 3.408259 -2.303103 -0.062 -0.072 0.075 -0.764
C 0.817443 1.346929 -2.425376 -0.018 -0.527 -0.339 -0.500
C 0.740499 -0.143981 -2.859940 0.880 0.070 0.168 0.273
C -0.890723 -0.736559 4.097284 0.387 0.011 -0.373 -0.370
C 1.425148 -0.314161 3.532525 -0.856 -0.330 0.256 -0.524
C 2.034682 2.021732 -2.449348 -0.086 0.309 0.011 -0.715
C -1.042843 4.240523 1.501687 0.220 0.164 -0.099 -1.041
C 0.194618 2.215914 1.103269 1.084 -0.930 -0.228 1.257
C -1.263315 -6.207005 -0.654462 0.001 -0.239 -0.111 -0.990
C -2.967516 0.069119 -1.031488 -0.028 -0.314 -0.315 0.214
C 0.792580 -0.311022 -4.398180 -0.143 1.232 0.386 0.127
C 1.197556 -1.678403 -4.844188 -0.193 -0.174 -0.141 -1.537
C -1.069212 -1.177496 2.789244 0.198 0.228 0.335 -0.577
C -0.331303 3.438635 -2.019303 0.258 -0.237 0.128 -0.849
C 1.521020 -5.324332 -1.781823 0.037 -0.178 0.113 -0.913
C 0.022990 -1.191177 1.919915 0.043 -0.267 -0.272 -0.362
C 0.374497 -0.252287 4.451284 0.256 -0.319 -1.119 0.212
C 0.754355 -4.799105 1.147245 0.094 -0.094 0.185 -0.679
C -3.282688 1.306220 -3.156377 0.173 -0.211 0.067 -0.894
H -0.005289 -5.052310 1.897541 0.047 0.064 -0.168 0.294
H 1.108753 -3.785933 1.364858 0.015 -0.134 -0.104 -0.065
H -1.688418 -0.732725 4.837164 0.089 0.031 -0.255 0.427
H 3.034796 3.925960 -2.317787 -0.272 -0.050 -0.019 0.329
H 2.299374 3.668718 1.230442 -0.180 0.203 0.005 0.104
H 1.695287 -0.595097 -2.498400 0.581 0.135 0.110 0.142
H -0.421393 1.395182 -7.041738 0.044 -0.239 -0.109 0.388
H -4.227097 1.263427 -3.717840 0.054 0.056 0.176 0.378
H 0.903712 5.216045 -2.077959 -0.006 -0.277 -0.053 0.433
H 1.124713 -1.781546 -5.932236 0.020 -0.134 0.136 0.446
H 1.262747 -5.126729 -2.830174 0.021 0.051 0.260 0.276
H -0.536560 -0.376627 -6.860686 0.152 0.257 -0.054 0.349
H 1.428539 5.108799 0.609752 0.052 -0.221 0.071 0.298
H 2.393337 -4.709522 -1.507469 -0.265 -0.132 -0.156 0.247
H 1.219858 1.765179 1.025684 -1.245 0.662 0.036 -0.770
H -3.291351 2.176221 -2.490448 0.008 -0.150 -0.144 0.270
H -2.896236 1.086340 -0.590103 -0.001 -0.266 -0.114 0.290
H 0.571157 -2.437471 -4.352694 0.113 0.196 -0.094 0.154
H -0.838008 -7.218699 -0.601346 -0.125 0.114 0.054 0.307
H 0.212277 1.675037 -4.808121 -0.075 -0.373 0.055 0.286
H 2.238181 -1.876452 -4.547558 -0.175 0.071 -0.026 0.271
H -1.845081 3.503833 1.582663 0.149 0.127 -0.039 0.222
H -1.243869 1.463420 -1.890681 0.567 0.200 -0.315 -0.439
H -3.943283 -1.016409 -3.928988 -0.084 -0.117 0.121 0.393
H -3.493280 -1.952574 -2.453975 0.032 0.088 -0.105 0.322
H -0.117569 -1.493750 0.886003 0.081 -0.019 0.018 0.473
H 1.602042 -5.478835 1.293659 -0.068 0.061 0.004 0.334
H -2.467878 1.416114 -3.887255 -0.072 0.015 0.218 0.279
H -0.992687 4.850403 2.410320 -0.082 -0.039 -0.015 0.380
H -1.836171 -6.130191 -1.588671 0.073 -0.006 0.259 0.268
H 2.949050 1.436675 -2.569033 -0.180 0.225 -0.128 0.443
H -1.238599 4.909088 0.652833 -0.025 -0.102 0.076 0.286
H 1.810552 -6.382538 -1.702627 0.001 0.187 0.026 0.325
H -2.229845 -1.387639 -3.579724 -0.034 0.072 0.210 0.098
H 2.405255 0.074672 3.762015 0.074 -0.009 0.170 0.421
H 1.019789 0.387332 -7.258377 -0.182 0.009 -0.001 0.329
H -1.937442 -6.062756 0.202569 0.108 -0.034 -0.297 0.267
H 1.513213 4.820100 2.362956 0.071 -0.088 -0.097 0.313
H -1.271253 3.980104 -1.875920 0.301 -0.080 0.083 0.428
H -2.037939 -1.494798 2.409599 0.229 0.125 0.020 0.513
```
Positions in Å, forces in eV/Å.

Computed properties:
* ΔE to the lowest compared entry with this formula, charge and spin: 0.0 kJ/mol
* expectation value of S²: 0.755
* spin multiplicity: 2
* LUMO level (alpha / beta): 0.0755 / 0.0065 hartree
* HOMO level (alpha / beta): -3.3 / -3.3 eV
* net charge: -1